[1]
Here is the molecule C5H7NO in a non-equilibrium geometry from the OMol25 dataset. Energies are from ωB97M-V/def2-TZVPD.

Calculated values
**Relative energy (zero: lowest compared OMol25 entry of this formula, charge and spin)**: 198.5 kJ/mol
**Net charge**: 0
**Energy**: -8834.146 eV
**SMILES**: C[C@@H]1C=CC(O)=N1

Atoms and positions in Å:
C -1.61 -0.61 0.74
C -0.47 -0.72 -0.49
C 0.90 -1.01 -0.20
C 1.53 0.19 -0.14
C 0.53 1.19 -0.40
O 0.69 2.51 -0.42
N -0.63 0.69 -0.63
H -2.45 0.03 0.62
H -1.09 -0.41 1.65
H -1.95 -1.63 0.73
H -0.97 -1.31 -1.21
H 1.33 -1.99 -0.06
H 2.57 0.37 0.05
H 1.62 2.69 -0.24

---

[2]
Here is a structure of composition C5H6O2 in a non-equilibrium geometry from the OMol25 dataset. Energies are from ωB97M-V/def2-TZVPD.

Calculated values
**Relative energy (zero: lowest compared OMol25 entry of this formula, charge and spin)**: 328.8 kJ/mol
**Net charge**: 0
**Energy**: -9373.688 eV

Atoms and positions in Å:
O -0.89 2.47 0.27
C -0.11 1.40 0.00
C 0.82 0.54 0.81
C 0.32 -0.54 -0.21
C -0.13 -1.89 0.09
O 1.03 -1.63 -0.72
C -0.31 0.54 -1.01
H 0.67 0.42 1.88
H 1.88 0.73 0.59
H 0.09 -2.35 1.05
H -1.00 -2.31 -0.43
H -0.69 0.65 -2.02
H -1.62 2.09 -0.27